{"formula": "C19H37F2O5P", "method": "ωB97M-V/def2-TZVPD", "lumo_energy_ha": 0.022, "orbital_gap_ev": 10.31, "homo_ev": -9.7, "charge": 0, "total_energy_ha": -1663.25676, "symbols": ["P", "F", "F", "O", "O", "O", "O", "O", "C", "C", "C", "C", "C", "C", "C", "C", "C", "C", "C", "C", "C", "C", "C", "C", "C", "C", "C", "H", "H", "H", "H", "H", "H", "H", "H", "H", "H", "H", "H", "H", "H", "H", "H", "H", "H", "H", "H", "H", "H", "H", "H", "H", "H", "H", "H", "H", "H", "H", "H", "H", "H", "H", "H", "H"], "positions_angstrom": [[-1.547785, -1.236070, -0.780987], [-2.294118, -3.694724, 0.335282], [-1.639857, -0.167327, -2.148564], [-4.040472, -0.370879, -1.636030], [-5.871374, -1.647082, -2.348442], [4.469314, -1.207248, 3.546529], [-0.255106, 4.707954, 0.378735], [4.300181, 0.589924, 2.030000], [-1.558374, 2.637012, 1.131052], [-5.025511, -0.751074, -2.583270], [2.666436, 0.332056, 4.102478], [1.037648, 5.102896, -0.185073], [2.022886, -1.225806, -1.245704], [3.499842, 0.714713, -0.368336], [3.140764, -0.165535, -1.691637], [-1.985143, 1.571555, -0.030559], [-5.003886, 0.042251, -3.978623], [-1.077404, 0.252267, 0.278411], [-3.440603, -1.541809, -1.015858], [3.893273, -0.151933, 3.163291], [0.921516, -1.553838, -2.362039], [-0.237761, -2.748261, 1.413464], [4.170096, -0.197759, 0.792801], [-0.386649, -2.324283, -1.789627], [-0.151759, 3.285524, 0.631005], [-1.630833, -2.438785, 0.694014], [-0.001965, -1.981329, 2.801521], [-3.924283, -1.679595, 0.014904], [0.954210, 5.437327, -1.274052], [1.805306, 4.247034, -0.146268], [3.001830, 1.031659, 4.935202], [-2.300218, -1.934103, 1.489854], [0.665291, -1.068418, 2.559804], [0.687631, -2.587335, 0.771714], [-0.250527, -3.875751, 1.666902], [-2.360407, 3.462436, 1.186605], [2.852382, 0.499781, -2.567515], [5.249406, -0.493408, 0.510934], [3.554628, -1.139908, 1.016243], [4.260571, 1.540937, -0.592239], [1.412254, -2.313473, -3.082765], [1.917456, 0.854514, 3.421639], [-1.284820, 0.023236, 1.390419], [-0.947274, -1.552403, 3.277313], [-3.094987, 1.330593, 0.087089], [2.569936, -2.208275, -1.010899], [0.668530, -0.645327, -2.998076], [-4.724240, -0.618515, -4.860895], [4.118310, -0.727590, -1.937930], [-1.401155, 2.116121, 2.139976], [-4.209877, 0.859606, -3.908270], [1.525658, -0.873435, -0.283159], [0.005584, 0.601486, 0.111096], [0.691625, 3.022129, 1.380111], [-0.974856, -2.638969, -2.733069], [2.520094, 1.127270, 0.073436], [0.190069, 2.804844, -0.366228], [0.612591, -2.591252, 3.562657], [2.177702, -0.608708, 4.542348], [-1.714125, 2.072754, -1.012584], [-0.063598, -3.293278, -1.288938], [-6.020957, 0.555532, -4.093037], [-3.608474, -2.506118, -1.598135], [1.465381, 5.936191, 0.481978]], "forces_ev_per_angstrom": [[-1.2, -0.3, -0.8], [1.0, 1.6, 0.2], [0.7, -0.5, 0.4], [-1.4, -1.8, -2.0], [3.2, 3.0, -0.7], [-1.8, 3.8, -2.2], [1.7, -1.3, -0.3], [-1.8, -1.4, 1.2], [0.5, 0.3, -1.5], [-2.0, -1.7, 0.0], [0.1, 0.1, -1.4], [0.8, 0.5, 0.4], [0.1, -0.4, -0.6], [0.2, -0.6, 0.4], [0.8, -0.2, 1.6], [0.5, 0.2, 1.8], [0.5, 0.9, 1.3], [-0.6, 1.3, 0.3], [-0.2, 0.1, 1.2], [1.3, -2.7, 2.4], [0.6, -1.0, -0.2], [-0.2, -1.3, 0.9], [0.5, -0.3, -1.0], [0.8, 0.1, -1.6], [-0.3, -1.0, 0.2], [0.4, 0.0, 2.0], [1.0, 1.0, -0.4], [0.8, 0.1, -1.5], [-0.1, -0.3, 1.5], [-1.2, 1.2, -0.1], [-0.3, -0.9, -1.2], [0.8, -1.0, -1.1], [-1.1, -1.3, 0.5], [-1.4, -0.2, 0.6], [-0.1, 1.7, -0.6], [1.4, -1.2, 0.1], [0.2, -0.9, 1.2], [-1.8, 0.3, 0.2], [0.9, 1.4, -0.4], [-1.3, -1.0, 0.3], [-0.7, 1.2, 1.0], [0.9, -0.5, 1.1], [0.7, 0.2, -1.8], [1.2, -0.9, -0.6], [1.6, 0.3, -0.5], [-0.9, 1.4, -0.1], [0.1, -1.1, 1.1], [-0.7, 0.6, 1.4], [-1.6, 0.9, 0.0], [-0.4, 0.9, -1.4], [-1.1, -1.1, -0.1], [0.6, -0.4, -1.2], [-1.5, -0.9, 0.3], [-1.2, 0.7, -0.9], [0.7, 0.6, 1.6], [1.5, -0.3, -0.7], [-0.7, 0.4, 1.4], [-1.2, 0.8, -1.2], [1.0, 1.5, -0.7], [-0.7, -1.0, 1.1], [-0.5, 1.4, -0.3], [1.4, -1.0, -0.1], [0.2, 1.4, 0.6], [-0.7, -1.0, -1.2]], "lowdin_charge": [0.88, -0.11, -0.33, -0.13, 0.05, 0.04, -0.22, -0.08, -0.14, -0.41, 0.00, -0.11, -0.23, -0.16, -0.18, -0.21, 0.01, -0.22, -0.20, -0.41, -0.22, -0.21, -0.17, -0.24, -0.26, -0.40, -0.12, 0.12, 0.10, 0.08, 0.09, 0.12, 0.05, 0.08, 0.13, 0.12, 0.11, 0.14, 0.12, 0.12, 0.12, 0.07, 0.09, 0.08, 0.11, 0.12, 0.11, 0.09, 0.12, 0.11, 0.08, 0.07, 0.09, 0.12, 0.11, 0.10, 0.11, 0.09, 0.09, 0.11, 0.10, 0.09, 0.13, 0.10]}